(1)
2 unconnected molecules or ions with the total composition C3H5ClN2OS at a distorted geometry, computed with wB97M-V/def2-TZVPD.

XYZ file:
```
13
Properties=species:S:1:pos:R:3:forces:R:3
C 0.670 -0.927 -0.970 -0.1 1.1 0.2
N -0.766 -0.520 -0.820 0.4 0.4 -0.6
C -1.373 0.247 -1.625 -2.8 -0.1 1.3
C -0.841 0.978 -2.712 1.2 1.1 -1.2
N -0.413 1.683 -3.519 -0.3 -0.5 0.3
H 0.906 -1.359 0.010 0.3 -0.1 -0.6
H 0.708 -1.631 -1.784 -0.1 -0.8 0.0
H 1.494 -0.197 -1.280 -1.5 -0.1 0.6
H -2.557 0.506 -1.515 2.9 -1.0 0.1
O -0.074 -0.511 3.604 -1.0 1.5 2.6
S 0.433 0.794 2.706 -0.9 -0.8 0.4
Cl 2.291 1.130 3.368 0.5 0.0 0.2
H -0.478 -0.194 4.538 1.4 -0.9 -3.2
```
Forces are in eV/Å.

Properties
**F_max**: 3.6 eV Å⁻¹
**Gap between HOMO and LUMO**: 9.18 eV
**LUMO level**: -0.031 eV
**Multiplicity**: 1
**Total charge**: 0
**SMILES**: C/N=C\C#N.OSCl
**Energy above the lowest of the compared OMol25 structures with the same formula, charge and spin**: 239.3 kJ/mol
**HOMO level**: -9.214 eV


(2)
C3H5ClN2S in the gas phase at a distorted geometry, computed with wB97M-V/def2-TZVPD.

XYZ file:
```
12
Properties=species:S:1:pos:R:3:forces:R:3
C -1.755 -0.513 -0.515 -1.8 3.2 0.3
C 1.493 0.228 -0.468 0.3 -1.0 1.8
C 0.782 -0.775 0.734 0.6 2.7 -0.8
N -2.642 0.285 -0.566 2.6 -1.2 -2.1
N 1.094 1.555 -0.246 -2.1 1.2 -0.1
S -0.633 -1.585 -0.069 1.4 -3.1 0.9
Cl -4.014 0.552 0.671 -1.6 0.2 1.6
H 2.615 0.233 -0.390 -1.1 -0.6 -0.2
H 1.055 -0.164 -1.369 0.5 -0.4 -0.7
H 1.436 -1.495 1.271 -0.5 0.0 -1.1
H 0.493 -0.066 1.522 -0.3 -0.3 -0.3
H 0.077 1.744 -0.575 1.9 -0.7 0.6
```
Forces are in eV/Å.

Properties
**F_max**: 3.6 eV Å⁻¹
**Gap between HOMO and LUMO (alpha / beta)**: 8.83 / 6.61 eV
**LUMO level (alpha / beta)**: -1.036 / -1.188 eV
**Multiplicity**: 1
**Total charge**: 0
**Energy above the lowest of the compared OMol25 structures with the same formula, charge and spin**: 498.6 kJ/mol
**HOMO level (alpha / beta)**: -9.867 / -7.797 eV


(3)
C3H5ClN2S2 in the gas phase at a distorted geometry, computed with wB97M-V/def2-TZVPD.

XYZ file:
```
13
Properties=species:S:1:pos:R:3:forces:R:3
C -2.056 2.188 -0.203 0.5 -0.5 0.6
N -1.392 1.162 0.159 0.7 -0.4 -0.7
S 0.237 1.011 -0.518 -0.5 -0.3 0.6
C 0.808 -0.643 0.033 -1.7 -0.3 0.6
C -0.220 -1.648 0.539 -0.5 1.3 1.4
Cl -1.351 -2.142 -0.727 -0.2 0.0 -0.1
N 2.015 -1.017 0.046 -0.3 0.5 -0.3
S 3.090 0.206 -0.391 0.9 0.2 -0.3
H -3.086 2.232 0.187 0.5 0.2 -0.3
H -1.629 3.002 -0.805 -0.4 -0.2 0.0
H 0.282 -2.526 0.920 0.3 -0.1 -0.2
H -0.798 -1.193 1.415 0.6 -0.5 -1.4
H 4.099 -0.632 -0.657 0.1 0.0 0.1
```
Forces are in eV/Å.

Properties
**F_max**: 2.0 eV Å⁻¹
**Gap between HOMO and LUMO**: 9.42 eV
**LUMO level**: 0.595 eV
**Multiplicity**: 1
**Total charge**: 0
**SMILES**: C=NS/C(CCl)=N\S
**Energy above the lowest of the compared OMol25 structures with the same formula, charge and spin**: 133.5 kJ/mol
**HOMO level**: -8.828 eV


(4)
C3H5ClN4O2 in the gas phase at a distorted geometry, computed with wB97M-V/def2-TZVPD.

XYZ file:
```
15
Properties=species:S:1:pos:R:3:forces:R:3
C -0.839 1.207 0.930 0.5 -1.8 -1.6
C -1.331 -0.647 -0.534 0.8 2.1 1.2
C 2.303 0.300 -0.441 1.4 0.1 1.7
N 0.473 1.080 0.787 1.5 0.4 -0.7
N -1.657 0.561 0.014 1.0 -0.5 1.2
N 1.050 0.147 0.171 -3.0 -1.1 0.7
N -0.903 -1.711 0.272 -1.4 -1.8 2.6
O -0.356 -2.690 -0.223 0.0 1.0 -0.6
O -1.279 -1.731 1.474 0.9 0.8 -1.4
Cl -2.948 1.535 -0.561 -0.2 -0.3 -0.3
H -1.162 1.921 1.637 -0.8 0.4 0.4
H -1.295 -0.820 -1.557 -0.2 -0.2 -1.6
H 2.273 0.091 -1.444 -0.9 -0.6 -2.7
H 2.707 1.290 -0.398 0.6 0.6 0.6
H 2.964 -0.534 -0.127 -0.1 0.8 0.5
```
Forces are in eV/Å.

Properties
**F_max**: 3.5 eV Å⁻¹
**Gap between HOMO and LUMO (alpha / beta)**: 7.49 / 7.22 eV
**LUMO level (alpha / beta)**: -1.331 / -1.512 eV
**Multiplicity**: 1
**Total charge**: 0
**Energy above the lowest of the compared OMol25 structures with the same formula, charge and spin**: 162.9 kJ/mol
**HOMO level (alpha / beta)**: -8.826 / -8.734 eV


(5)
C3H5ClNOP in the gas phase at a distorted geometry, computed with wB97M-V/def2-TZVPD.

XYZ file:
```
12
Properties=species:S:1:pos:R:3:forces:R:3
C 1.526 1.090 -0.099 0.0 -1.3 1.5
P -0.278 0.806 -0.370 1.1 -1.8 -1.8
O -0.744 1.046 -1.749 0.0 -0.1 0.7
Cl -1.243 1.796 1.039 -0.4 0.2 0.6
C -0.454 -1.236 0.194 2.8 4.3 0.9
C -1.789 -1.570 0.119 -2.8 -1.2 0.4
N -2.886 -1.921 0.063 0.4 0.3 0.0
H 1.667 1.220 1.026 0.0 0.2 -1.5
H 1.781 0.020 -0.246 0.6 0.5 -0.2
H 2.202 1.728 -0.733 -1.3 -0.4 0.6
H 0.167 -1.830 -0.429 0.5 -0.3 -0.9
H 0.050 -1.151 1.186 -0.9 -0.5 -0.4
```
Forces are in eV/Å.

Properties
**F_max**: 5.2 eV Å⁻¹
**Gap between HOMO and LUMO**: 10.72 eV
**LUMO level**: 0.296 eV
**Multiplicity**: 1
**Total charge**: 0
**SMILES**: C[P@](=O)(Cl)CC#N
**Energy above the lowest of the compared OMol25 structures with the same formula, charge and spin**: 0.0 kJ/mol
**HOMO level**: -10.423 eV


(6)
C3H5ClO in the gas phase at a distorted geometry, computed with wB97M-V/def2-TZVPD.

XYZ file:
```
10
Properties=species:S:1:pos:R:3:forces:R:3
O -1.258 1.151 0.378 0.4 -3.3 -2.9
C -0.069 0.478 -0.091 0.2 2.2 1.6
Cl 1.212 1.668 -0.469 -0.1 0.1 -0.1
C 0.381 -0.746 0.613 -0.7 0.0 0.3
C -0.132 -0.726 -0.889 2.2 0.8 2.8
H -0.958 1.819 0.926 0.9 2.1 1.8
H -0.263 -1.019 1.450 -0.1 -0.2 -0.5
H 1.454 -0.862 0.865 -0.8 -0.1 -0.8
H 0.678 -0.878 -1.516 1.2 -0.1 -1.4
H -1.046 -0.884 -1.267 -3.3 -1.6 -0.8
```
Forces are in eV/Å.

Properties
**F_max**: 4.4 eV Å⁻¹
**Gap between HOMO and LUMO**: 11.03 eV
**LUMO level**: 0.916 eV
**Multiplicity**: 1
**Total charge**: 0
**SMILES**: OC1(Cl)CC1
**Energy above the lowest of the compared OMol25 structures with the same formula, charge and spin**: 140.1 kJ/mol
**HOMO level**: -10.113 eV


(7)
C3H5ClO2 in the gas phase at a distorted geometry, computed with wB97M-V/def2-TZVPD.

XYZ file:
```
11
Properties=species:S:1:pos:R:3:forces:R:3
C 0.639 0.601 -0.062 -1.0 0.1 2.3
C -0.769 0.102 0.331 -0.5 -1.3 -2.2
O -0.949 -0.149 1.641 -0.5 0.2 1.2
Cl -1.882 1.416 -0.387 -0.4 -0.4 0.3
C -1.257 -1.219 -0.455 0.2 1.3 -0.5
O -2.111 -1.939 -0.009 0.9 0.5 -0.2
H 0.683 1.650 -0.309 -0.2 0.2 0.2
H 1.132 0.080 -0.814 0.3 -1.3 -1.7
H 1.206 0.404 0.824 0.7 0.2 0.6
H -1.749 -0.721 1.831 1.1 0.8 -0.9
H -0.762 -1.323 -1.481 -0.6 -0.2 0.9
```
Forces are in eV/Å.

Properties
**F_max**: 2.6 eV Å⁻¹
**Gap between HOMO and LUMO**: 10.64 eV
**LUMO level**: 0.358 eV
**Multiplicity**: 1
**Total charge**: 0
**SMILES**: C[C@@](O)(Cl)C=O
**Energy above the lowest of the compared OMol25 structures with the same formula, charge and spin**: 105.4 kJ/mol
**HOMO level**: -10.283 eV


(8)
C3H5ClO2 in the gas phase at a distorted geometry, computed with wB97M-V/def2-TZVPD.

XYZ file:
```
11
Properties=species:S:1:pos:R:3:forces:R:3
C -1.651 0.065 -0.635 3.5 1.7 -5.0
O -0.292 -0.442 -0.438 -2.1 0.2 -0.9
C 0.480 0.280 0.379 1.7 -3.2 2.6
Cl 0.853 1.914 -0.186 0.2 0.1 0.3
C 1.822 -0.733 0.518 -1.7 2.6 -0.3
O 2.192 -1.471 -0.329 0.1 -0.1 0.3
H -1.619 1.171 -0.623 0.0 -0.4 0.2
H -2.298 -0.259 0.067 -2.2 -1.6 2.0
H -1.806 -0.172 -1.774 -0.5 0.0 2.5
H 0.110 0.195 1.494 0.3 1.2 -1.8
H 2.210 -0.548 1.527 0.8 -0.6 0.2
```
Forces are in eV/Å.

Properties
**F_max**: 6.3 eV Å⁻¹
**Gap between HOMO and LUMO**: 10.36 eV
**LUMO level**: 0.667 eV
**Multiplicity**: 1
**Total charge**: 0
**SMILES**: CO[C@H](Cl)C=O
**Energy above the lowest of the compared OMol25 structures with the same formula, charge and spin**: 240.0 kJ/mol
**HOMO level**: -9.697 eV


(9)
C3H5ClO2S in the gas phase at a distorted geometry, computed with wB97M-V/def2-TZVPD.

XYZ file:
```
12
Properties=species:S:1:pos:R:3:forces:R:3
O -1.232 1.549 -0.227 -0.1 3.1 -0.2
C -1.127 0.417 0.022 0.2 -3.7 0.2
S -2.528 -0.718 -0.074 1.3 -1.2 0.1
C 0.227 -0.303 0.309 -1.9 0.0 0.1
O 0.089 -1.561 -0.342 0.9 0.6 -0.1
C 1.251 0.685 -0.168 2.0 -1.7 -0.6
Cl 2.872 -0.308 -0.065 -0.8 1.0 0.0
H -3.289 0.291 0.120 -1.4 1.4 0.1
H 0.295 -0.502 1.394 0.2 0.4 -0.3
H 0.934 -2.034 -0.238 -0.3 0.2 -0.1
H 1.178 0.953 -1.238 -0.1 -0.1 0.8
H 1.330 1.531 0.506 0.1 0.0 -0.2
```
Forces are in eV/Å.

Properties
**F_max**: 3.7 eV Å⁻¹
**Gap between HOMO and LUMO**: 10.65 eV
**LUMO level**: 0.601 eV
**Multiplicity**: 1
**Total charge**: 0
**SMILES**: O=C(S)[C@@H](O)CCl
**Energy above the lowest of the compared OMol25 structures with the same formula, charge and spin**: 0.0 kJ/mol
**HOMO level**: -10.053 eV


(10)
2 unconnected molecules or ions with the total composition C3H5ClOS2 at a distorted geometry, computed with wB97M-V/def2-TZVPD.

XYZ file:
```
12
Properties=species:S:1:pos:R:3:forces:R:3
C -0.643 0.269 1.035 3.0 -2.3 -1.9
C 0.164 -0.803 0.122 0.4 -1.3 -0.1
C 1.551 -0.289 -0.539 -2.9 -0.2 1.0
H -2.395 1.596 0.336 3.7 0.7 -0.3
H -0.072 0.053 1.961 -0.4 1.5 0.1
H -1.656 -0.161 1.144 0.7 0.6 -0.1
H 0.424 -1.782 0.645 -0.5 1.5 -0.4
H -0.164 0.727 -2.109 2.2 0.0 1.1
O -0.432 1.531 0.305 -5.7 -1.0 2.0
S 1.226 0.916 -1.707 -0.6 0.4 -1.7
S 3.012 -0.711 0.009 -0.3 0.1 -0.1
Cl -1.015 -1.344 -1.200 0.5 0.0 0.4
```
Forces are in eV/Å.

Properties
**F_max**: 6.2 eV Å⁻¹
**Gap between HOMO and LUMO**: 5.78 eV
**LUMO level**: -3.175 eV
**Multiplicity**: 1
**Total charge**: 0
**Energy above the lowest of the compared OMol25 structures with the same formula, charge and spin**: 622.2 kJ/mol
**HOMO level**: -8.952 eV